Below is C29H18F9N7PRh as an isolated structure in a non-equilibrium geometry, with properties calculated with ωB97M-V with the def2-TZVPD basis set.

Geometry as XYZ:
```
65
Properties=species:S:1:pos:R:3:forces:R:3:mulliken_charge:R:1
Rh -0.57591 1.18586 1.52084 1.1 0.0 -0.6 0.53
N 1.08489 4.95531 0.84826 0.1 0.3 -0.1 -0.14
C -0.03177 5.28476 0.10529 0.1 0.0 0.1 -0.62
C -0.82918 4.18851 0.12682 0.1 -0.2 0.1 -0.56
N -0.20573 3.20550 0.87165 -0.6 0.0 -0.1 0.20
C 0.94416 3.70075 1.29226 0.1 0.0 0.1 0.23
C 1.81567 2.86973 2.11410 0.0 0.2 -0.1 0.31
N 1.43882 1.64328 2.40832 -0.2 -0.4 0.1 0.25
C 2.43030 1.09353 3.18595 -0.1 -0.1 0.0 -0.65
C 3.41842 2.01247 3.35574 -0.1 0.1 -0.1 -0.54
N 3.01093 3.13313 2.66844 0.2 0.1 0.1 -0.15
H 1.86587 5.57207 1.00949 0.0 0.0 0.0 0.20
H -0.15598 6.24612 -0.36344 0.1 0.0 0.0 0.42
H -1.78724 4.04003 -0.34173 0.0 0.0 0.0 0.52
H 2.37584 0.08675 3.56726 0.0 0.1 0.0 0.51
H 4.35057 1.96715 3.89292 0.0 0.0 0.0 0.42
H 3.53824 3.98989 2.60554 0.0 0.0 0.0 0.20
N -1.81070 0.70492 3.03932 -1.0 0.2 1.0 -0.75
C -2.59412 0.88223 3.89506 0.7 0.1 -0.5 0.50
N -3.46306 0.93160 4.79227 -0.8 -0.5 0.9 -0.30
C -4.00253 1.56807 5.75017 0.3 0.3 -0.5 0.54
N -4.54783 2.15496 6.61806 0.1 -0.2 -0.1 -0.23
F 1.54124 -6.81892 0.81769 0.0 0.0 0.0 -0.24
C 1.59882 -5.91678 1.80192 -0.1 0.0 0.0 0.82
F 2.86898 -5.85284 2.22250 0.1 0.0 0.0 -0.24
F 0.85020 -6.35609 2.81660 0.0 0.0 0.0 -0.27
C 1.13901 -4.56083 1.31663 0.0 0.0 0.0 0.15
C 0.25628 -3.80506 2.07152 0.0 0.1 0.0 -0.98
C -0.12576 -2.55232 1.61698 0.0 0.0 0.0 -0.64
C 0.37278 -2.06550 0.40948 0.0 0.0 0.1 0.70
C 1.26186 -2.83131 -0.34247 0.0 0.0 0.0 -0.09
C 1.64145 -4.08232 0.11584 0.1 0.0 -0.1 -1.12
P -0.24767 -0.48310 -0.18400 -0.2 -0.1 -0.1 1.99
C 0.90394 0.12880 -1.41983 0.1 0.1 0.1 0.38
C 2.24187 0.27844 -1.04846 0.0 0.0 0.0 -0.45
C 3.16092 0.76961 -1.96113 0.0 0.0 0.1 -0.96
C 2.73489 1.12391 -3.23309 0.0 0.0 0.0 0.19
C 1.40610 0.98772 -3.60411 -0.1 0.0 0.0 -1.02
C 0.48306 0.49303 -2.69589 0.0 0.0 -0.1 -0.63
C 3.71731 1.65159 -4.25290 0.0 0.0 0.0 0.78
F 4.89897 1.93505 -3.69564 0.1 0.0 0.0 -0.27
F 3.24822 2.76954 -4.82221 0.0 0.1 0.0 -0.25
F 3.92058 0.75586 -5.22370 0.0 0.0 0.0 -0.23
C -1.83527 -0.78387 -0.98024 0.0 0.0 0.0 0.10
C -2.00028 -1.85343 -1.86038 0.0 -0.1 0.0 -0.05
C -3.23155 -2.06939 -2.45320 0.1 -0.1 0.0 -1.18
C -4.29650 -1.22577 -2.16281 0.0 0.0 0.0 0.10
C -4.14584 -0.16202 -1.29084 0.1 0.0 0.0 -0.97
C -2.90923 0.05531 -0.70043 0.0 0.0 -0.1 -0.23
C -5.62538 -1.47135 -2.84098 0.0 0.0 0.0 0.85
F -5.57685 -1.07238 -4.11708 0.0 0.0 -0.1 -0.24
F -5.93315 -2.77139 -2.82964 0.0 0.0 0.0 -0.24
F -6.61202 -0.80152 -2.23733 -0.1 0.0 0.0 -0.26
H -0.13048 -4.19626 3.00203 0.0 0.0 0.0 0.50
H -0.82442 -1.96073 2.19901 0.0 0.0 0.0 0.33
H 1.65713 -2.46061 -1.28016 0.0 0.0 0.0 0.49
H 2.32577 -4.69029 -0.46270 0.0 0.0 0.0 0.46
H 2.56865 -0.00516 -0.05281 0.0 0.0 0.0 0.63
H 4.20328 0.87321 -1.69232 0.0 0.0 0.0 0.52
H 1.09372 1.26504 -4.60337 0.0 0.0 0.0 0.46
H -0.55478 0.38553 -2.98674 0.0 0.0 0.0 0.46
H -1.17379 -2.52076 -2.07900 0.0 0.0 0.0 0.51
H -3.37050 -2.89660 -3.13793 0.0 0.0 0.0 0.44
H -4.98571 0.48378 -1.07742 0.0 0.0 0.0 0.49
H -2.78550 0.89358 -0.02399 0.0 0.1 0.1 0.37
```
Positions in Å, forces in eV/Å.

## Properties
**HOMO energy (alpha / beta)**: -14.3 / -14.9 eV
**LUMO (alpha / beta)**: -5.61 / -10.03 eV
**Relative energy (zero: lowest compared OMol25 entry of this formula, charge and spin)**: 7.1 kcal per mole
**Frontier orbital gap (alpha / beta)**: 8.71 / 4.82 eV
**Multiplicity**: 5
**Net charge**: +2
**F_max**: 1.44 eV Å⁻¹

---

Below is a 5-piece molecular cluster, C30H25N5O10 overall in a non-equilibrium geometry, with properties calculated with ωB97M-V with the def2-TZVPD basis set.

Geometry as XYZ:
```
70
Properties=species:S:1:pos:R:3:forces:R:3:mulliken_charge:R:1
O 4.70013 3.26168 -3.97189 0.0 -0.1 -0.1 -0.64
N 3.72027 2.73733 -3.48526 -0.2 0.4 0.0 1.08
O 2.63795 2.63796 -4.03139 0.0 0.0 -0.2 -0.59
C 3.83154 2.20731 -2.12768 0.2 0.0 0.4 0.10
C 2.69532 1.79226 -1.46475 -0.5 -0.3 -0.5 -0.40
C 2.80351 1.17775 -0.23311 0.2 0.8 0.4 -0.33
C 4.05935 1.03198 0.34556 -0.5 0.0 0.0 -0.62
C 5.18758 1.50657 -0.30855 0.2 -0.2 0.2 -0.39
C 5.07907 2.13434 -1.53866 0.2 -0.2 0.0 -0.55
H 1.73175 1.91225 -1.94066 0.0 0.0 0.0 0.53
H 1.90735 0.97482 0.33757 0.0 -0.4 -0.1 0.48
H 4.10095 0.58147 1.32934 0.3 0.0 0.0 0.43
H 6.16461 1.34659 0.13038 0.0 0.2 0.0 0.38
H 5.94840 2.53321 -2.03946 0.0 -0.1 -0.1 0.49
O 0.69797 -2.27028 2.99904 0.0 0.1 0.1 -0.62
N 0.30107 -2.54222 1.88599 -0.2 0.1 -0.1 1.00
O -0.60240 -1.96586 1.31109 0.0 0.0 0.1 -0.57
C 0.95904 -3.64477 1.17153 0.1 -0.1 -0.1 0.16
C 0.46501 -4.04047 -0.05499 0.1 -0.2 -0.3 -0.11
C 1.12896 -5.06075 -0.73442 -0.5 0.0 0.2 -0.53
C 2.23055 -5.67682 -0.16537 0.2 0.0 0.1 -0.54
C 2.68511 -5.28806 1.09517 -0.1 0.0 -0.5 -0.37
C 2.05135 -4.25322 1.76073 0.3 -0.1 0.3 -0.51
H -0.41301 -3.56917 -0.47213 0.0 0.1 0.0 0.43
H 0.73440 -5.39867 -1.68352 0.1 0.1 -0.1 0.38
H 2.75449 -6.45470 -0.70773 -0.1 0.0 0.0 0.41
H 3.54732 -5.78144 1.52078 0.0 0.1 0.1 0.39
H 2.40251 -3.92744 2.72877 -0.1 0.1 0.0 0.48
O -6.44621 3.40639 1.90998 -0.1 0.0 -0.1 -0.55
N -5.87754 4.28164 2.53252 -0.2 0.4 0.0 0.93
O -5.63756 5.39658 2.10606 0.1 -0.3 0.0 -0.57
C -5.47621 3.97568 3.90500 -0.1 -0.2 0.2 0.45
C -6.12944 2.96972 4.58584 -0.1 -0.3 0.2 -0.42
C -5.71321 2.68192 5.87294 -0.1 -0.1 0.4 -0.34
C -4.68487 3.39438 6.47875 -0.4 0.3 -0.1 -0.47
C -4.11742 4.46018 5.79995 0.9 -0.2 -0.3 -0.46
C -4.47480 4.71987 4.48900 -0.4 0.4 -0.3 -0.47
H -6.95802 2.41858 4.16770 0.1 0.1 -0.3 0.41
H -6.23229 1.92092 6.44298 0.1 -0.1 -0.1 0.36
H -4.39428 3.15794 7.49227 0.1 0.0 0.0 0.38
H -3.28367 5.02251 6.20363 -0.2 0.0 0.3 0.35
H -4.05987 5.52133 3.89223 0.2 0.0 0.2 0.43
O -0.52034 0.75106 -1.19373 0.2 0.1 0.0 -0.55
N -1.37844 -0.10864 -1.17171 0.1 -0.2 0.0 1.10
O -1.19593 -1.26265 -1.50593 0.0 0.0 -0.1 -0.57
C -2.71165 0.26449 -0.69959 0.0 -0.2 -0.1 0.08
C -2.91349 1.53184 -0.20322 0.1 1.3 -0.4 -0.30
C -4.16694 1.93249 0.22528 -0.5 -0.8 0.1 -0.56
C -5.19822 0.99834 0.19778 -0.1 -0.1 -0.4 -0.37
C -4.97700 -0.27847 -0.30755 -0.1 0.1 0.5 -0.58
C -3.73005 -0.65864 -0.77676 -0.5 -0.4 0.4 -0.33
H -2.13875 2.28311 -0.29291 0.2 -0.3 0.2 0.43
H -4.38422 2.92669 0.58036 0.3 0.1 -0.1 0.47
H -6.20449 1.25756 0.49910 0.1 0.1 0.2 0.42
H -5.77676 -1.00439 -0.22642 0.0 0.0 -0.3 0.35
H -3.59912 -1.67102 -1.12597 0.3 0.1 -0.1 0.44
O 5.38652 -1.30994 -6.02201 0.0 -0.1 -0.2 -0.59
N 5.14087 -2.22913 -5.27074 0.4 -0.1 0.2 0.99
O 5.74789 -3.28564 -5.23428 -0.1 0.1 -0.2 -0.61
C 4.08304 -2.02105 -4.28312 -0.4 -0.1 0.2 -0.04
C 3.20600 -0.96486 -4.45135 0.1 0.3 -0.2 -0.64
C 2.24553 -0.74566 -3.48559 -0.3 -0.2 0.4 -0.43
C 2.19314 -1.54237 -2.34280 -0.2 -0.2 -0.5 -0.22
C 3.04972 -2.62983 -2.21692 0.0 0.4 0.0 -0.29
C 3.98383 -2.88590 -3.21078 0.2 -0.2 0.3 -0.37
H 3.28776 -0.31927 -5.31506 0.0 -0.1 0.0 0.49
H 1.49605 0.02593 -3.60243 0.2 0.1 -0.1 0.43
H 1.41064 -1.34755 -1.62096 0.1 0.0 0.1 0.31
H 3.00106 -3.25162 -1.33580 0.0 -0.1 0.0 0.45
H 4.63856 -3.74417 -3.14213 0.1 0.1 0.0 0.49
```
Positions in Å, forces in eV/Å.

## Properties
**HOMO energy**: -9.6 eV
**LUMO**: -0.75 eV
**Relative energy (zero: lowest compared OMol25 entry of this formula, charge and spin)**: 2.9 kcal per mole
**Frontier orbital gap**: 8.83 eV
**F_max**: 1.32 eV Å⁻¹
**SMILES string**: O=[N+]([O-])c1ccccc1.O=[N+]([O-])c1ccccc1.O=[N+]([O-])c1ccccc1.O=[N+]([O-])c1ccccc1.O=[N+]([O-])c1ccccc1